## P
Entry from OMol25: a 7-piece molecular cluster, C51H111N5O7 overall (ωB97M-V with the def2-TZVPD basis set).

Properties
* structure (SMILES): CC1(C)CCCC(C)(C)N1O.CC1(C)CCCC(C)(C)N1O.CC1(C)CCCC(C)(C)N1O.CC1(C)CCCC(C)(C)N1O.CC1(C)CCCC(C)(C)N1O.CC(C)O.CC(C)O
* spin multiplicity: 1
* gap between HOMO and LUMO: 8.535 eV
* highest occupied orbital energy: -8.04 eV

```
174
Properties=species:S:1:pos:R:3:lowdin_charge:R:1
C -0.3936 1.3447 3.6688 -0.038
C -0.8578 1.3455 2.1849 -0.470
C -2.2703 0.5902 2.0326 -0.006
C -1.0949 2.8166 1.8344 -0.109
C -1.2851 3.0204 0.2132 -0.141
C 0.0397 2.6520 -0.3906 -0.145
C 0.4349 1.1462 -0.1248 -0.472
C -0.3716 0.2473 -1.0102 -0.037
C 1.9175 0.9632 -0.4438 -0.034
N 0.2937 0.8522 1.3700 -0.084
O 0.6403 -0.5124 1.6556 -0.030
H -0.1428 0.3550 4.0506 0.074
H 0.4372 2.0313 3.8314 0.077
H -1.0929 1.8466 4.3375 0.080
H -3.0603 1.0022 2.6605 0.055
H -2.6119 0.6834 1.0017 0.050
H -2.0643 -0.4456 2.3023 0.077
H -1.9558 3.2224 2.3657 0.097
H -0.2225 3.3567 2.2022 0.093
H -2.1549 2.5331 -0.2274 0.097
H -1.5360 4.0762 0.1111 0.077
H 0.8449 3.3451 -0.1465 0.109
H 0.0004 2.7998 -1.4698 0.111
H -0.3725 0.5658 -2.0527 0.077
H -1.3848 0.1069 -0.6334 0.076
H -0.0788 -0.8014 -1.0605 0.079
H 2.0846 1.4849 -1.3861 0.085
H 2.1435 -0.0968 -0.5596 0.063
H 2.5632 1.4473 0.2890 0.088
H 1.4081 -0.2428 2.1651 0.078
C 3.2153 -2.3920 3.0920 -0.034
C 2.5847 -3.6770 3.7570 -0.474
C 1.1285 -3.3206 4.2389 -0.012
C 2.5913 -4.7842 2.6402 -0.113
C 2.3216 -6.1346 3.3197 -0.198
C 3.3584 -6.4476 4.4024 -0.117
C 3.3297 -5.3159 5.5045 -0.478
C 2.1681 -5.4847 6.4120 -0.051
C 4.5976 -5.5121 6.3324 -0.056
N 3.4976 -3.9306 4.8560 -0.106
O 3.6033 -2.8435 5.7657 -0.020
H 3.0126 -1.5173 3.7099 0.072
H 4.2889 -2.5619 3.0103 0.078
H 2.8290 -2.2333 2.0852 0.060
H 0.5969 -2.9784 3.3510 0.073
H 0.5140 -4.1163 4.6600 0.065
H 1.2306 -2.4832 4.9292 0.077
H 1.7967 -4.5336 1.9374 0.118
H 3.5395 -4.8883 2.1126 0.100
H 1.3664 -6.1276 3.8447 0.094
H 2.3380 -6.9010 2.5448 0.108
H 4.3151 -6.5785 3.8968 0.108
H 2.9839 -7.4102 4.7508 0.121
H 2.0417 -4.5151 6.8936 0.092
H 2.3524 -6.1568 7.2502 0.085
H 1.2511 -5.8256 5.9314 0.074
H 4.5469 -6.4104 6.9477 0.084
H 4.8070 -4.6744 6.9976 0.076
H 5.4876 -5.5538 5.7047 0.079
H 4.5233 -2.5694 5.7575 0.104
C 7.4447 -5.3886 -1.3301 -0.040
C 6.4827 -4.7946 -0.2758 -0.431
C 6.4688 -5.7820 0.9815 -0.036
C 7.1646 -3.4475 0.3130 -0.122
C 7.0884 -2.3607 -0.7402 -0.195
C 5.5929 -1.9644 -1.0317 -0.115
C 4.8671 -3.2539 -1.6395 -0.420
C 3.3047 -2.8934 -1.4763 -0.019
C 5.3033 -3.3224 -3.1400 -0.037
N 5.1583 -4.4779 -0.8441 -0.122
O 4.5333 -5.5585 -1.4547 -0.015
H 7.2035 -6.4407 -1.4817 0.081
H 7.5505 -4.8222 -2.2554 0.066
H 8.4793 -5.3413 -0.9902 0.077
H 5.9610 -5.3494 1.8435 0.055
H 5.9207 -6.7108 0.8237 0.065
H 7.4055 -6.2013 1.3489 0.080
H 6.7404 -3.0806 1.2476 0.110
H 8.2278 -3.6474 0.4460 0.109
H 7.5236 -1.4368 -0.3593 0.101
H 7.6424 -2.5082 -1.6672 0.100
H 5.5883 -1.1928 -1.8016 0.107
H 5.1002 -1.4552 -0.2034 0.102
H 2.9478 -2.3484 -2.3502 0.070
H 3.0168 -2.5091 -0.4978 0.056
H 2.7195 -3.8129 -1.4718 0.063
H 6.3625 -3.2665 -3.3914 0.069
H 4.7549 -2.5161 -3.6271 0.070
H 4.8322 -4.1534 -3.6649 0.078
H 4.0388 -5.9805 -0.7484 0.097
C -1.8145 -3.5065 -4.8234 -0.032
C -1.2949 -2.1072 -5.3766 -0.494
C -0.1040 -1.7455 -4.5887 -0.045
C -1.1029 -2.3585 -6.9193 -0.104
C -0.8949 -1.0648 -7.7807 -0.217
C -2.0013 -0.1288 -7.5606 -0.150
C -2.3580 0.0762 -5.9878 -0.426
C -1.2599 1.0031 -5.4403 -0.039
C -3.8286 0.7818 -5.9709 -0.020
N -2.4457 -1.1842 -5.2538 -0.151
O -3.0348 -1.0363 -3.9892 -0.007
H -1.7775 -3.6350 -3.7416 0.079
H -1.1104 -4.2415 -5.2135 0.072
H -2.7732 -3.7332 -5.2899 0.082
H 0.5856 -1.0540 -5.0729 0.081
H 0.4958 -2.6405 -4.7536 0.086
H -0.3398 -1.6487 -3.5289 0.087
H -0.3089 -3.0871 -7.0830 0.111
H -1.9100 -2.8973 -7.4157 0.114
H -0.8265 -1.2968 -8.8436 0.111
H 0.0860 -0.6428 -7.5621 0.102
H -2.8421 -0.5158 -8.1362 0.117
H -1.6052 0.7916 -7.9896 0.118
H -1.2100 0.8632 -4.3605 0.067
H -0.2459 0.7548 -5.7537 0.062
H -1.4484 2.0368 -5.7301 0.084
H -3.8093 1.6524 -6.6265 0.070
H -4.5334 0.0702 -6.4010 0.073
H -4.1285 1.1491 -4.9894 0.067
H -3.9185 -1.3576 -4.1825 0.102
C -5.2180 3.0047 3.7306 -0.065
C -6.0288 3.0668 2.5007 -0.491
C -6.6711 4.5387 2.4562 -0.018
C -5.0040 2.8601 1.2714 -0.097
C -5.7118 2.7899 -0.1377 -0.201
C -6.5643 1.6079 -0.1542 -0.155
C -7.6063 1.5677 1.0460 -0.393
C -8.8755 2.4502 0.7566 -0.018
C -8.0213 0.0520 1.1966 -0.047
N -6.9917 1.9644 2.3855 -0.123
O -7.8619 2.0678 3.4465 -0.012
H -4.9895 1.9571 3.9263 0.090
H -4.2989 3.5855 3.6522 0.091
H -5.8497 3.3807 4.5353 0.085
H -6.0022 5.3877 2.5963 0.078
H -7.1771 4.6472 1.4969 0.046
H -7.4519 4.6590 3.2072 0.074
H -4.2190 3.6162 1.2821 0.101
H -4.4241 1.9580 1.4665 0.075
H -6.1879 3.7462 -0.3542 0.106
H -4.9283 2.8244 -0.8948 0.104
H -5.8520 0.7829 -0.1420 0.119
H -7.0414 1.5534 -1.1327 0.121
H -9.6255 2.2670 1.5261 0.075
H -9.3221 2.3261 -0.2299 0.083
H -8.5773 3.4807 0.9494 0.053
H -8.2978 -0.5111 0.3052 0.073
H -8.9450 -0.0827 1.7594 0.068
H -7.2488 -0.5447 1.6814 0.077
H -7.3180 1.8339 4.2022 0.094
C 2.4586 6.4769 0.4241 -0.052
C 1.7149 7.2468 1.5370 -0.456
C 0.6850 6.3555 2.3724 -0.039
O 2.6956 7.7834 2.3969 -0.066
H 3.1124 5.6802 0.7790 0.079
H 3.0956 7.1790 -0.1138 0.077
H 1.8396 5.9309 -0.2878 0.056
H 1.2125 8.1439 1.1754 0.120
H 1.1595 5.5109 2.8719 0.068
H -0.1268 6.0492 1.7127 0.060
H 0.3323 6.8613 3.2713 0.065
H 2.4098 8.5385 2.9162 0.089
C -2.1356 6.0987 -2.5215 -0.025
C -1.9159 7.6258 -2.1597 -0.483
C -0.4829 7.9338 -1.7841 -0.069
O -2.2532 8.2359 -3.3694 -0.051
H -1.5710 5.9316 -3.4388 0.086
H -3.2002 5.8679 -2.5614 0.073
H -1.7997 5.4826 -1.6875 0.044
H -2.5389 7.9897 -1.3426 0.132
H -0.0240 7.1809 -1.1434 0.050
H -0.3169 8.8941 -1.2958 0.077
H 0.3150 7.8673 -2.5238 0.086
H -2.0944 9.1598 -3.1621 0.088
```

=====

## Q
Entry from OMol25: a 7-piece molecular cluster, C51H111N5O7 overall (ωB97M-V with the def2-TZVPD basis set).

Properties
* structure (SMILES): CC1(C)CCCC(C)(C)N1O.CC1(C)CCCC(C)(C)N1O.CC1(C)CCCC(C)(C)N1O.CC1(C)CCCC(C)(C)N1O.CC1(C)CCCC(C)(C)N1O.CC(C)O.CC(C)O
* spin multiplicity: 1
* gap between HOMO and LUMO: 8.599 eV
* highest occupied orbital energy: -8.08 eV

```
174
Properties=species:S:1:pos:R:3:lowdin_charge:R:1
C 17.2525 25.2940 13.0424 -0.042
C 17.8167 25.7082 14.3969 -0.497
C 19.2717 26.1378 14.1849 -0.014
C 16.9190 26.8380 14.9176 -0.145
C 17.0290 27.1142 16.3993 -0.181
C 16.7151 25.8282 17.1729 -0.140
C 17.6536 24.6858 16.7586 -0.508
C 19.0437 24.9333 17.3679 -0.038
C 17.1260 23.3855 17.3832 -0.041
N 17.6291 24.5554 15.2968 -0.103
O 18.1046 23.3058 14.8563 -0.015
H 17.0242 26.0520 12.2897 0.086
H 17.8579 24.5317 12.5501 0.060
H 16.2737 24.8467 13.2470 0.091
H 19.2620 27.0187 13.5443 0.069
H 19.7763 26.3317 15.1352 0.068
H 19.8765 25.3371 13.7552 0.085
H 17.1673 27.7802 14.4084 0.121
H 15.8802 26.7231 14.5965 0.122
H 18.0221 27.4975 16.6454 0.104
H 16.3523 27.9155 16.7064 0.112
H 15.6801 25.4987 17.0389 0.121
H 16.7384 26.0812 18.2377 0.120
H 19.7921 24.2792 16.9158 0.089
H 19.0617 24.7311 18.4427 0.084
H 19.3707 25.9724 17.3006 0.064
H 17.9754 22.6963 17.4065 0.076
H 16.3464 22.9009 16.7949 0.080
H 16.8100 23.5131 18.4171 0.087
H 17.2811 22.8630 14.6098 0.083
C 23.5484 27.7862 8.3333 -0.047
C 22.1133 27.2285 8.3254 -0.514
C 21.6286 27.2195 6.8633 -0.019
C 22.2097 25.8094 8.8882 -0.133
C 20.9426 25.1561 9.4723 -0.174
C 20.2675 26.1617 10.3901 -0.147
C 20.0249 27.5452 9.7494 -0.507
C 18.9491 27.3948 8.6785 -0.028
C 19.5461 28.4923 10.8563 -0.034
N 21.3128 28.0133 9.2254 -0.107
O 21.1962 29.3691 8.8175 -0.012
H 23.8836 27.9861 9.3580 0.085
H 24.2930 27.0687 7.9795 0.086
H 23.6806 28.7194 7.7863 0.079
H 20.8208 27.9171 6.6373 0.079
H 22.4055 27.5173 6.1559 0.079
H 21.2965 26.2244 6.5553 0.061
H 22.5454 25.1749 8.0633 0.104
H 22.9262 25.7336 9.7112 0.122
H 20.2478 24.9770 8.6438 0.097
H 21.1616 24.2354 10.0083 0.111
H 20.8665 26.3562 11.2872 0.118
H 19.3240 25.7302 10.7385 0.106
H 18.6496 28.3890 8.3263 0.089
H 18.0071 27.0482 9.1196 0.086
H 19.1691 26.7524 7.8312 0.067
H 20.2594 28.6217 11.6712 0.086
H 18.6185 28.0912 11.2707 0.076
H 19.3186 29.4860 10.4706 0.079
H 21.6832 29.8583 9.4894 0.106
C 14.5795 23.5116 8.6050 -0.035
C 14.2343 22.2149 7.8593 -0.507
C 12.7054 22.1049 7.8303 -0.033
C 14.7448 22.4184 6.4105 -0.137
C 14.8068 21.1199 5.6136 -0.182
C 15.6058 20.1025 6.3890 -0.136
C 15.0037 19.8062 7.7818 -0.481
C 13.6851 19.0056 7.7297 -0.013
C 16.0564 18.9345 8.4987 -0.042
N 14.9353 21.0964 8.4698 -0.081
O 14.4574 20.8763 9.7946 -0.029
H 14.3585 23.4088 9.6711 0.085
H 15.6119 23.8194 8.4403 0.070
H 13.9525 24.3547 8.3048 0.085
H 12.3440 21.2514 7.2497 0.068
H 12.3616 21.8767 8.8434 0.084
H 12.2216 23.0010 7.4496 0.084
H 14.0714 23.1101 5.8928 0.121
H 15.6861 22.9762 6.3678 0.098
H 13.7638 20.8225 5.4507 0.103
H 15.2175 21.3043 4.6181 0.111
H 16.6086 20.5372 6.4295 0.096
H 15.7317 19.1667 5.8377 0.129
H 12.9942 19.3397 8.5010 0.078
H 13.9403 17.9664 7.9300 0.073
H 13.1916 19.0588 6.7588 0.076
H 15.7877 18.7799 9.5506 0.072
H 17.0954 19.2599 8.4673 0.062
H 16.0289 17.8885 8.1775 0.081
H 15.1719 21.2576 10.3265 0.061
C 19.4692 14.6154 11.2981 -0.040
C 19.4340 15.9162 12.1176 -0.520
C 20.2759 16.9562 11.3728 -0.040
C 18.0196 16.4678 12.1528 -0.129
C 17.0799 15.6738 13.0755 -0.172
C 17.5848 15.5667 14.5132 -0.136
C 19.0671 15.0890 14.4870 -0.487
C 19.6173 15.4115 15.8885 -0.044
C 19.1011 13.5663 14.3103 -0.026
N 19.8958 15.8095 13.4990 -0.097
O 21.2181 15.3149 13.5749 -0.009
H 19.3530 14.8247 10.2297 0.088
H 20.4296 14.1077 11.3996 0.086
H 18.6821 13.8839 11.4836 0.068
H 21.2305 16.5915 10.9790 0.082
H 19.7552 17.4717 10.5681 0.077
H 20.6364 17.7130 12.0807 0.086
H 17.9369 17.5231 12.4235 0.100
H 17.6350 16.3970 11.1318 0.124
H 16.0648 16.0762 13.1206 0.093
H 16.9704 14.6709 12.6497 0.106
H 16.9245 14.8939 15.0623 0.119
H 17.4190 16.5425 14.9798 0.089
H 18.9757 15.0268 16.6770 0.087
H 19.7423 16.4943 15.9651 0.083
H 20.6278 15.0097 15.9881 0.074
H 19.8839 13.1141 14.9189 0.082
H 19.2711 13.2164 13.2935 0.057
H 18.1519 13.0682 14.5283 0.086
H 21.7557 16.1121 13.6357 0.107
C 18.4916 22.9644 5.3445 -0.029
C 19.7516 22.4475 4.6551 -0.501
C 19.7788 22.8953 3.1915 -0.043
C 21.0004 23.1117 5.3236 -0.129
C 21.4154 22.4688 6.6427 -0.169
C 21.6604 20.9821 6.3763 -0.130
C 20.4309 20.2557 5.8119 -0.508
C 20.9508 18.9357 5.2235 -0.044
C 19.4239 19.9531 6.9072 -0.041
N 19.8963 20.9920 4.6605 -0.115
O 18.7852 20.3612 4.0782 -0.006
H 18.4355 22.6017 6.3737 0.066
H 18.4553 24.0547 5.3711 0.089
H 17.5903 22.6250 4.8295 0.073
H 20.2406 23.8824 3.0753 0.081
H 20.4360 22.2399 2.6126 0.086
H 18.8505 22.9869 2.6236 0.080
H 21.8125 23.0902 4.5976 0.121
H 20.6577 24.1215 5.5604 0.098
H 22.3084 22.9855 6.9997 0.104
H 20.6339 22.6445 7.3857 0.101
H 21.8430 20.5286 7.3571 0.117
H 22.5779 20.7755 5.8248 0.120
H 21.6160 19.1350 4.3828 0.087
H 20.1303 18.3074 4.8659 0.078
H 21.4838 18.2764 5.9143 0.088
H 19.8228 19.4453 7.7896 0.086
H 18.7166 19.2065 6.5250 0.077
H 18.7739 20.7483 7.2761 0.055
H 19.0919 20.0215 3.2288 0.108
C 17.8780 20.3315 11.7212 -0.041
C 17.5964 21.8205 11.5421 -0.455
C 17.8012 22.4229 10.1665 -0.029
O 16.2302 22.0474 11.9677 -0.086
H 18.0412 19.9581 12.7327 0.059
H 18.7130 20.0669 11.0631 0.081
H 17.0396 19.7063 11.3898 0.070
H 18.2338 22.3344 12.2743 0.114
H 17.0765 23.2256 10.0304 0.067
H 17.4939 21.7161 9.3868 0.065
H 18.8391 22.7280 10.0567 0.075
H 16.1497 21.6386 12.8462 0.039
C 14.8130 18.3626 14.5120 -0.036
C 15.4240 19.5968 15.1587 -0.457
C 16.8475 19.4573 15.6105 -0.042
O 15.3355 20.7205 14.2456 -0.080
H 13.7317 18.4158 14.6034 0.084
H 15.2915 17.4895 14.9620 0.067
H 15.1352 18.2978 13.4693 0.082
H 14.7653 19.8980 15.9844 0.137
H 17.4947 19.1646 14.7723 0.069
H 16.9337 18.7090 16.3955 0.088
H 17.3423 20.3954 15.8744 0.074
H 14.4001 20.8668 14.0633 0.106
```

=====

Which structure above is the least stable? It is P.